i.
{
  "formula": "C5H6FN",
  "method": "wB97M-V/def2-TZVPD",
  "species": ["C", "C", "C", "C", "C", "N", "F", "H", "H", "H", "H", "H", "H"],
  "coordinates": [[1.090, 0.378, -0.505], [1.656, 0.264, 0.712], [-0.079, -1.027, 0.977], [-0.175, -0.444, -0.473], [-1.357, 0.523, -0.513], [0.917, -0.552, 1.588], [-0.243, -1.555, -1.340], [1.372, 0.943, -1.283], [2.548, 0.827, 0.888], [-0.669, -1.723, 1.542], [-2.293, 0.063, -0.196], [-1.692, 0.964, -1.411], [-1.077, 1.340, 0.015]],
  "mulliken_charge": [-1.09, -0.11, -0.60, 1.69, -1.49, -0.54, -0.36, 0.50, 0.39, 0.40, 0.34, 0.41, 0.46],
  "e_homo_ha": -0.35013,
  "homo_lumo_gap_ha": 0.362,
  "smiles": "C[C@@]1(F)C=CN=C1"
}



ii.
{
  "formula": "C5H6FN",
  "method": "wB97M-V/def2-TZVPD",
  "species": ["C", "C", "C", "C", "C", "H", "H", "H", "H", "H", "H", "N", "F"],
  "coordinates": [[1.033, -0.679, 0.045], [-0.037, -0.347, -0.987], [-0.152, -0.383, 1.002], [-0.348, 1.107, 0.675], [-0.293, 1.123, -0.660], [1.371, -1.717, 0.039], [0.002, -0.686, -2.024], [-1.909, -0.765, -0.094], [-0.143, -0.695, 2.062], [-0.478, 1.970, 1.301], [-0.252, 2.004, -1.331], [-0.915, -1.092, -0.064], [2.122, 0.160, 0.035]],
  "mulliken_charge": [0.04, -0.27, -0.26, -0.52, -0.46, 0.38, 0.45, 0.30, 0.43, 0.39, 0.33, -0.51, -0.31],
  "e_homo_ha": -0.33392,
  "homo_lumo_gap_ha": 0.377
}



iii.
{
  "formula": "C5H6FN",
  "method": "wB97M-V/def2-TZVPD",
  "species": ["C", "C", "C", "C", "C", "N", "F", "H", "H", "H", "H", "H", "H"],
  "coordinates": [[0.885, 0.155, -1.155], [-0.728, 0.012, 1.663], [0.482, -0.153, 1.398], [-2.030, -0.155, 0.928], [2.179, 0.324, -1.200], [-0.072, -0.210, -1.872], [3.137, -0.534, -0.701], [-1.143, -0.080, -1.560], [1.436, 0.012, 1.881], [-1.548, -0.833, 0.187], [-2.692, -0.637, 1.563], [-2.453, 0.784, 0.489], [2.548, 1.315, -1.621]],
  "mulliken_charge": [0.55, 0.19, -0.57, -0.78, -0.34, -0.51, -0.24, 0.27, 0.37, 0.18, 0.35, 0.26, 0.26],
  "e_homo_ha": -0.31825,
  "homo_lumo_gap_ha": 0.323,
  "smiles": "N=C=CF.C#CC"
}



Computed stability ranking, most favorable first: i, ii, iii